[1]
The following is a quantum chemistry calculation of the molecule C5H8S3 at a distorted geometry, from the OMol25 dataset.

The geometry in XYZ format:
```
16
Properties=species:S:1:pos:R:3
C -1.758 1.096 1.331
S -0.497 -0.085 1.999
C 0.633 -0.510 0.794
S 1.357 1.081 0.052
C 1.555 0.314 -1.646
C 0.480 -0.781 -1.689
S -1.247 -0.547 -1.373
C 0.096 -1.298 -0.350
H -1.332 2.245 1.067
H -2.091 0.486 0.230
H -2.500 1.043 2.342
H 1.520 -0.950 1.409
H 1.499 1.214 -2.355
H 2.558 -0.188 -1.603
H 0.581 -1.586 -2.479
H -0.085 -2.381 -0.093
```

Results
energy relative to the best compared isomer or geometry (same formula, charge and spin): 253.6 kJ/mol
structure (SMILES): CS[C@@H]1SC[C@@H]2S[C@H]12
E_tot: -37817.540 eV
2S+1: 1
charge: 0
largest force on an atom: 0.0905 Eh/bohr
Kohn-Sham gap: 8.89 eV

Results of the Löwdin charge analysis, in e, for atoms 1 through 2: number 1, C, carries -0.471; number 2, S, carries 0.722

=====

[2]
The following is a quantum chemistry calculation of C5H9AgMgO4 as an isolated structure at a distorted geometry, from the OMol25 dataset.

The geometry in XYZ format:
```
20
Properties=species:S:1:pos:R:3
O 0.633 1.560 -0.450
C 1.406 0.905 -1.406
C 1.172 -0.593 -1.303
O -0.238 -0.765 -1.368
C -0.690 -1.864 -2.135
Ag -1.486 0.469 -0.170
H 2.493 1.088 -1.360
H 1.087 1.243 -2.409
H 1.521 -1.043 -0.361
H 1.717 -1.125 -2.099
H -1.508 -2.371 -1.606
H -1.045 -1.490 -3.102
H 0.135 -2.573 -2.303
O 0.531 1.931 3.408
C -0.477 1.390 3.973
C -1.336 0.574 3.008
O -0.851 0.473 1.703
Mg 0.715 1.611 1.456
H -2.353 1.013 3.064
H -1.425 -0.434 3.461
```

Results
energy relative to the best compared isomer or geometry (same formula, charge and spin): 0.0 kJ/mol
E_tot: -22960.527 eV
2S+1: 3
charge: 0
largest force on an atom: 0.0552 Eh/bohr
Kohn-Sham gap (alpha / beta): 3.95 / 8.55 eV

Results of the Löwdin charge analysis, in e, for atoms 1 through 2: number 1, O, carries -0.389; number 2, C, carries -0.334

=====

[3]
The following is a quantum chemistry calculation of C5H9BF2NO2SbSe4W as an isolated structure, from the OMol25 dataset.

The geometry in XYZ format:
```
26
Properties=species:S:1:pos:R:3
W 0.111 1.035 1.059
Se 3.637 2.359 0.991
Sb 2.578 0.315 1.967
Se 1.358 -0.847 0.019
Se -0.503 1.503 3.172
Se 3.807 -1.158 3.350
O -3.478 -1.353 0.136
C -2.301 -1.171 0.471
O -1.689 -0.074 0.485
C -1.543 -2.441 0.937
N -2.558 -3.548 0.775
C -2.838 -4.147 2.121
C -2.446 -3.037 3.082
C -1.199 -2.442 2.427
H -0.685 -2.620 0.296
H -2.287 -4.237 0.082
H -3.370 -2.961 0.412
H -2.198 -5.020 2.241
H -3.880 -4.453 2.169
H -2.261 -3.416 4.084
H -3.242 -2.292 3.139
H -0.322 -3.064 2.612
H -0.972 -1.440 2.781
F -0.687 2.161 -0.214
B 1.695 2.686 0.729
F 1.363 3.873 0.257
```

Results
energy relative to the best compared isomer or geometry (same formula, charge and spin): 31.9 kJ/mol
E_tot: -286779.865 eV
2S+1: 1
charge: 0
largest force on an atom: 0.0068 Eh/bohr
Kohn-Sham gap: 6.26 eV

Results of the Löwdin charge analysis, in e, for atoms 1 through 2: number 1, W, carries 0.612; number 2, Se, carries 0.543

=====

[4]
The following is a quantum chemistry calculation of a 2-piece molecular cluster, C5H9BN2O2 overall at a distorted geometry, from the OMol25 dataset.

The geometry in XYZ format:
```
19
Properties=species:S:1:pos:R:3
B 1.870 0.407 0.290
C -2.696 0.312 0.696
C -2.278 1.259 -0.204
C -1.783 -0.787 0.589
C 2.625 -0.938 0.554
C 0.046 -1.134 -1.019
N -1.272 0.781 -0.922
N -0.970 -0.433 -0.437
O 1.214 1.026 1.333
O 2.351 1.068 -0.826
H -3.482 0.387 1.365
H -2.812 2.058 -0.549
H -1.466 -1.785 1.047
H 3.333 -1.229 -0.331
H 2.474 -1.619 1.299
H 0.282 -0.765 -2.021
H -0.030 -2.271 -0.926
H 0.554 1.609 0.974
H 2.038 2.054 -0.915
```

Results
energy relative to the best compared isomer or geometry (same formula, charge and spin): 381.7 kJ/mol
E_tot: -13080.467 eV
2S+1: 1
charge: 0
largest force on an atom: 0.0933 Eh/bohr
Kohn-Sham gap (alpha / beta): 8.02 / 8.03 eV

Results of the Löwdin charge analysis, in e, for atoms 1 through 2: number 1, B, carries -0.847; number 2, C, carries -0.055

=====

[5]
The following is a quantum chemistry calculation of an isolated ion of composition C5H9BNO5 and charge -1, from the OMol25 dataset.

The geometry in XYZ format:
```
21
Properties=species:S:1:pos:R:3
O 2.320 2.875 -0.014
N 1.167 3.094 0.136
O 0.400 2.293 -0.639
C -0.936 2.058 -0.008
C -0.751 1.387 1.349
O -0.147 0.185 1.002
B -0.935 -0.263 -0.188
C -0.020 -1.004 -1.315
C 1.042 -1.868 -0.668
C 0.702 -2.701 0.491
O 0.964 -3.292 -0.799
O -1.525 1.076 -0.729
H -1.503 2.994 -0.012
H -1.788 1.237 1.702
H -0.215 1.958 2.114
H -1.901 -0.986 0.106
H -0.600 -1.674 -1.953
H 0.510 -0.245 -1.898
H 2.054 -1.459 -0.661
H -0.336 -2.813 0.772
H 1.499 -2.853 1.212
```

Results
energy relative to the best compared isomer or geometry (same formula, charge and spin): 313.3 kJ/mol
E_tot: -17733.666 eV
2S+1: 1
charge: -1
largest force on an atom: 0.0189 Eh/bohr
Kohn-Sham gap: 8.25 eV

Results of the Löwdin charge analysis, in e, for atoms 1 through 2: number 1, O, carries 0.014; number 2, N, carries -0.087

=====

[6]
The following is a quantum chemistry calculation of C5H9BaO3 as an isolated structure at a distorted geometry, from the OMol25 dataset.

The geometry in XYZ format:
```
18
Properties=species:S:1:pos:R:3
O -0.207 -0.167 1.100
Ba -2.452 0.920 -1.064
O -0.471 -0.866 -0.962
C 0.346 -0.818 0.022
C 0.630 0.294 2.168
C -0.239 0.888 3.249
H 1.204 -0.561 2.550
H 1.339 1.035 1.772
H -0.893 0.126 3.692
H 0.405 1.302 4.037
H -0.862 1.699 2.850
O 0.891 -2.023 0.441
C 2.118 -2.171 -0.212
C 2.562 -3.478 -0.362
H 1.604 -0.718 -0.689
H 2.196 -4.269 0.294
H 3.506 -3.660 -0.874
H 2.888 -1.431 0.047
```

Results
energy relative to the best compared isomer or geometry (same formula, charge and spin): 210.8 kJ/mol
E_tot: -12161.092 eV
2S+1: 2
charge: 0
largest force on an atom: 0.0986 Eh/bohr
Kohn-Sham gap (alpha / beta): 4.82 / 6.65 eV

Results of the Löwdin charge analysis, in e, for atoms 1 through 2: number 1, O, carries -0.140; number 2, Ba, carries 1.044

=====

[7]
The following is a quantum chemistry calculation of the molecule C5H9Br at a distorted geometry, from the OMol25 dataset.

The geometry in XYZ format:
```
15
Properties=species:S:1:pos:R:3
C 0.056 -1.947 -0.016
C -0.050 -0.477 -0.052
C -1.445 0.002 -0.379
C 1.025 0.445 0.185
C 0.736 1.874 0.364
Br 2.908 -0.083 -0.115
H 0.996 -2.438 -0.208
H -0.138 -2.251 1.111
H -0.696 -2.457 -0.605
H -1.976 0.610 0.303
H -1.286 0.598 -1.223
H -2.183 -0.729 -0.562
H 0.532 2.486 -0.475
H -0.169 2.041 0.964
H 1.690 2.325 0.707
```

Results
energy relative to the best compared isomer or geometry (same formula, charge and spin): 40.5 kJ/mol
structure (SMILES): CC(C)=C(C)Br
E_tot: -75371.876 eV
2S+1: 1
charge: 0
largest force on an atom: 0.1039 Eh/bohr
Kohn-Sham gap: 9.13 eV

Results of the Löwdin charge analysis, in e, for atoms 1 through 2: number 1, C, carries -0.105; number 2, C, carries -0.350

=====

[8]
The following is a quantum chemistry calculation of C5H9Br2N2Pd as an isolated structure at a distorted geometry, from the OMol25 dataset.

The geometry in XYZ format:
```
19
Properties=species:S:1:pos:R:3
C 0.046 -1.737 1.069
C -0.277 -1.486 -0.385
Br 1.293 -1.354 -1.534
C -1.098 -0.245 -0.728
Br -2.549 -0.735 -1.931
N -0.216 0.652 -1.374
C 0.571 1.425 -0.502
C -0.275 2.527 0.226
N 0.226 3.273 1.095
H 0.962 -2.368 1.195
H 0.189 -0.812 1.614
H -0.790 -2.262 1.517
H -0.832 -2.339 -0.740
H -1.596 0.170 0.142
H 1.339 1.927 -1.077
H 1.056 0.847 0.285
H -1.312 2.671 -0.043
H 1.213 3.092 1.273
Pd 2.050 -3.246 -0.102
```

Results
energy relative to the best compared isomer or geometry (same formula, charge and spin): 28.8 kJ/mol
E_tot: -151862.993 eV
2S+1: 1
charge: +1
largest force on an atom: 0.0267 Eh/bohr
Kohn-Sham gap: 4.74 eV

Results of the Löwdin charge analysis, in e, for atoms 1 through 2: number 1, C, carries -0.090; number 2, C, carries -0.689